# 1
{"formula": "C26H47BF4N3O4P", "method": "the ωB97M-V functional and the def2-TZVPD basis", "orbital_gap_ev": 8.2, "e_lumo_ev": -0.900, "e_tot_ha": -2249.8341, "species": ["H", "C", "O", "H", "C", "O", "H", "C", "H", "H", "H", "H", "C", "H", "H", "C", "H", "F", "H", "C", "H", "C", "N", "H", "C", "B", "H", "C", "H", "C", "F", "H", "H", "H", "C", "H", "N", "C", "H", "H", "H", "H", "H", "H", "H", "C", "H", "H", "C", "H", "O", "C", "C", "C", "H", "O", "C", "C", "H", "C", "H", "C", "H", "C", "H", "H", "C", "C", "H", "H", "C", "H", "H", "H", "H", "H", "F", "P", "H", "F", "H", "H", "H", "N", "C", "H"], "xyz": [[0.9828, -1.2149, -1.2118], [-1.7251, -2.7526, 0.7866], [-1.9293, 2.3135, -2.4994], [-0.1203, -0.2150, 0.3461], [-4.4985, 2.4644, -0.6801], [-1.2794, -1.6205, -5.2324], [1.8621, -1.9209, -4.2735], [1.3847, -0.3987, 1.8991], [5.6845, 3.6110, -0.6761], [2.2832, -3.1662, 2.3793], [-4.2241, -0.7399, 1.7776], [-1.6658, -3.8522, 1.0592], [-1.3498, -0.4510, -2.0656], [3.1801, 0.2618, -0.4597], [1.4192, -0.3090, 3.0113], [-5.3735, 1.9558, 1.5897], [1.0201, -0.6718, -3.3075], [7.4235, 0.7560, 1.7423], [1.2536, 1.3611, 0.4683], [-5.0572, 3.3042, 2.0549], [0.0453, -3.1492, -4.9208], [-0.0908, -0.6969, 1.3549], [-3.2074, -0.7986, 1.6430], [-2.6653, -2.5159, 2.7943], [-0.2476, -2.2567, 1.2164], [6.8833, -0.1138, 2.7298], [-0.9456, -1.7824, -6.1327], [-4.4787, 4.2616, 1.1028], [-5.8057, 1.2443, 2.3283], [-2.0139, -2.7059, -0.7712], [6.2702, 0.6559, 3.7558], [2.0388, 1.7688, 2.0649], [2.1266, -1.1704, 1.5771], [-0.7171, -3.8089, -2.8362], [1.9213, 0.9794, 1.2840], [4.4171, 2.4654, 1.3828], [-4.1709, 2.0269, -2.0550], [-2.7618, 1.6124, -1.9735], [-2.8483, -0.3080, 2.4708], [3.0835, 5.3138, -1.1410], [5.1862, 1.6353, -0.0122], [-4.2047, 2.8756, -2.6323], [-5.2446, 3.6133, 3.1117], [1.7507, -2.8192, 0.3302], [-3.0651, -2.3486, -0.9215], [0.6606, -2.7947, 0.0540], [-3.7639, 4.5224, -1.0069], [-2.0347, 0.6316, -0.1878], [-5.1032, 1.5087, 0.2269], [-4.2269, 5.3077, 1.3711], [3.6580, 2.9086, -0.5656], [0.9267, -1.2827, -4.2338], [-2.4124, 0.2821, -1.1790], [-2.8768, -2.2375, 1.7204], [-3.3901, -0.2331, -1.0489], [1.7054, -3.5989, 3.0319], [-4.2041, 3.8247, -0.2592], [-0.3086, -2.2478, -4.3360], [4.7788, 6.0210, -1.3762], [-1.0498, -2.7545, -3.0799], [3.9410, -0.0519, 1.1413], [4.1643, 5.2635, -0.8337], [0.9825, -2.6797, -1.9368], [4.1907, 1.9821, 0.3968], [-0.7682, -0.2215, 2.1034], [0.5584, -1.4509, 4.6435], [3.3197, 0.6931, 0.5817], [-0.3332, -2.0310, 4.2996], [0.9722, -0.6642, -5.1703], [-1.7016, -0.3251, -3.1283], [-0.9664, -1.9484, -1.7017], [-0.6093, -2.7143, 5.1523], [-2.1494, -2.8445, -3.3042], [4.7498, 3.6624, -2.2177], [-1.2268, -1.4012, 4.0628], [-5.3550, 0.4645, -0.0660], [5.9025, -0.9582, 2.1232], [0.0739, -3.1995, 2.8639], [4.2014, 5.4084, 0.2763], [7.9155, -0.9107, 3.2819], [0.3742, -3.8756, -0.1000], [-2.0301, -3.7722, -1.1425], [-3.8032, -2.8185, 1.4425], [0.4629, -2.1084, -1.2511], [4.6599, 3.7743, -1.0978], [-0.4103, 0.1768, -2.0089]]}


# 2
{"formula": "C31H36Cl2F8NO24", "method": "the ωB97M-V functional and the def2-TZVPD basis", "charge": -1, "orbital_gap_ev": 3.9, "e_lumo_ev": 1.581, "e_tot_ha": -4782.7840, "species": ["Cl", "C", "O", "H", "C", "H", "H", "C", "C", "H", "H", "C", "F", "C", "H", "O", "O", "C", "C", "O", "O", "O", "H", "H", "O", "F", "O", "O", "H", "C", "F", "O", "C", "C", "C", "H", "H", "C", "H", "H", "O", "H", "O", "C", "H", "H", "C", "C", "C", "O", "O", "C", "F", "C", "H", "O", "O", "H", "H", "H", "F", "F", "C", "C", "C", "H", "H", "O", "C", "H", "H", "N", "H", "Cl", "C", "H", "C", "O", "O", "H", "H", "C", "C", "H", "C", "O", "O", "F", "O", "O", "F", "H", "H", "C", "C", "O", "H", "H", "H", "H", "C", "H"], "xyz": [[-2.2255, 1.7495, 2.8050], [-8.0818, -3.6379, 2.3914], [-2.4827, 5.6612, 2.7664], [-2.3762, 2.6990, -0.4825], [1.4112, -3.6116, 4.6573], [6.6258, -1.5921, 0.8719], [-2.9718, 8.1879, 0.0065], [4.7041, -3.3388, -8.4100], [2.4693, -3.8369, 3.6054], [3.5541, 0.0603, -4.2064], [-0.2475, 8.5207, 1.3918], [-8.3220, -4.9887, 4.1617], [-5.9718, -0.0288, 3.0539], [1.9730, 1.8253, 0.9685], [-1.6487, 9.6064, 1.5131], [2.5220, -1.6897, -0.9145], [-7.4358, 0.9184, 1.6175], [-6.0606, 0.7097, 1.9170], [2.0096, 3.3084, 1.2433], [-2.5475, 0.7809, -6.0231], [2.1732, -0.8792, -2.9889], [-6.4011, 2.8562, 1.2145], [-9.0706, -3.2581, 2.1287], [3.3795, -4.2916, 3.9991], [-8.4862, 2.5273, 0.4293], [7.8140, -1.1831, 3.5446], [-8.6906, -5.9138, 4.8052], [3.4205, -3.6399, -7.8885], [3.0164, 3.6962, 1.1600], [0.0570, 1.3334, -3.9051], [-1.1835, 7.9006, -0.8412], [1.7852, -2.3599, 5.2043], [-2.1059, 3.1803, 0.4476], [-7.4589, -2.9816, 3.5983], [-7.5339, 2.1457, 1.0278], [0.4378, -0.6879, 0.8553], [5.5242, -5.3410, -8.4808], [-1.3368, 8.5679, 1.4324], [4.9986, -2.3388, -8.0880], [-6.3710, -3.0536, 3.5836], [-2.1353, 1.9368, -4.1268], [-0.4691, 2.8062, 1.7090], [-2.0291, 6.5130, 0.7273], [-2.1371, 6.5649, 2.0892], [0.7226, 0.6874, -3.3383], [0.3924, -3.5471, 4.2731], [2.8551, -1.5808, -2.0414], [5.5527, -4.4539, -7.8467], [7.3951, -2.2399, 2.8078], [2.7773, -4.4747, -5.8938], [2.6551, -0.5072, 4.2360], [1.3273, 0.8728, 1.9721], [-7.2800, -3.5702, 1.3035], [-1.9676, 7.8463, 0.2642], [-1.4882, 1.0310, -2.3824], [5.5251, -3.0872, 1.8148], [6.7742, -3.1858, 3.6625], [8.2599, -2.7024, 2.3282], [2.0432, 0.1055, 2.2068], [2.4358, 0.4035, -0.1698], [-0.9345, 2.9593, -2.5038], [4.6552, -3.3733, -9.7632], [0.0682, 0.1330, 1.4770], [-1.1480, 1.7688, -3.1128], [2.4353, -1.6699, 4.2208], [-3.0115, 3.5287, 0.9287], [6.5867, -4.1636, -7.6809], [-1.8110, 7.8069, 2.5445], [-1.8175, 1.0858, -5.1379], [-5.7001, 2.4697, 3.1273], [-4.5051, 2.2169, 1.8441], [2.5068, 1.4210, -0.1090], [-1.4821, 4.0296, 0.1875], [-2.1789, 0.0716, -0.0876], [2.9646, -0.8586, -4.1766], [2.3388, -0.9133, -5.0653], [3.6150, -4.3031, -6.7145], [-8.1944, -4.9910, 2.8031], [2.7804, -2.4983, 3.2058], [1.1532, 1.4058, 2.9123], [2.1143, -4.4237, 2.7620], [6.2763, -1.8712, 1.8623], [3.8343, -2.0769, -3.9916], [-7.7441, -1.9396, 3.7120], [5.7850, -3.7825, 2.9394], [5.2160, -4.7775, 3.2551], [4.8945, -4.7304, -6.6070], [5.0669, -1.9048, -4.5584], [3.9794, -2.1442, -2.5883], [-7.9802, -3.7803, 4.6701], [1.4593, -4.5551, 5.6376], [-5.5873, 0.1650, 1.0994], [-0.1957, 1.3435, -0.2888], [-5.5512, 2.1128, 2.1072], [-0.7507, 1.0151, 0.6008], [-0.5462, 0.6285, -4.9997], [3.3979, -3.0033, -4.3604], [0.6192, 2.1869, -4.2890], [1.3425, 3.7826, 0.5264], [5.6500, -1.0714, 2.2612], [-1.2991, 2.2274, 1.3388], [1.6236, 3.4723, 2.2441]]}


# 3
{"formula": "C15H15IIrNO6", "method": "the ωB97M-V functional and the def2-TZVPD basis", "orbital_gap_ev": 7.5, "e_lumo_ev": -0.752, "e_tot_ha": -1488.7921, "relative_energy_ev": 0.8247, "species": ["C", "C", "C", "H", "C", "H", "H", "O", "C", "H", "C", "H", "H", "C", "Ir", "H", "H", "C", "O", "H", "N", "H", "O", "C", "H", "C", "I", "C", "C", "H", "H", "O", "H", "C", "H", "C", "C", "O", "O"], "xyz": [[2.0914, 1.8925, 0.2976], [-2.2449, -0.3649, 0.5012], [0.6154, 2.1841, 0.0719], [0.2600, -4.3100, -2.8133], [2.5055, 0.6004, -0.3887], [-0.8238, -5.9778, -1.3045], [-2.3290, 1.7030, 0.0631], [0.1927, 0.6845, 2.4404], [2.9115, 0.1372, 1.6821], [-1.2543, -5.3418, 1.0800], [2.3583, 1.5711, 1.8020], [1.9834, 0.4177, -1.3226], [3.0467, 2.2572, 2.2882], [-0.5673, -4.9903, -0.9443], [-0.3176, -0.4790, 0.8606], [4.3067, -0.4024, -1.0291], [2.6450, 2.7582, -0.0606], [4.0281, 0.4543, -0.4165], [2.1355, -0.3888, 0.5823], [0.7849, -2.0409, -1.9089], [0.0143, -2.4463, -0.0493], [4.5214, 1.3410, -0.8114], [-2.8145, -1.3469, 0.0864], [1.0917, 1.6299, 2.6478], [4.8449, -0.7630, 1.2280], [4.3271, 0.1849, 1.0871], [-0.7865, -2.5558, 2.6713], [0.0181, -4.0606, -1.7903], [0.3049, -2.7981, -1.3037], [-3.9251, 0.9476, 0.3875], [2.7904, -0.4814, 2.5664], [-0.1452, 1.1543, -0.2995], [4.9226, 0.9710, 1.5493], [-0.8214, -4.6465, 0.3762], [-2.7683, 1.3115, 1.7112], [-2.8752, 0.9873, 0.6746], [-0.5264, -3.3528, 0.7457], [0.9802, 2.4677, 3.5125], [0.1818, 3.3019, 0.2168]]}


# 4
{"formula": "C4H9NO", "method": "the ωB97M-V functional and the def2-TZVPD basis", "orbital_gap_ev": 10.2, "e_lumo_ev": 1.039, "e_tot_ha": -287.6438, "relative_energy_ev": 5.1323, "species": ["C", "H", "H", "H", "H", "N", "C", "H", "H", "H", "H", "O", "C", "C", "H"], "xyz": [[0.8969, -0.3559, 0.5807], [-0.4998, -2.2608, -0.8656], [-0.8732, 1.2191, 1.0934], [1.2028, 2.7373, -0.4327], [-1.1817, -1.5450, 1.1695], [-0.7486, -1.2989, -0.9919], [-0.7428, 0.6741, 0.1157], [0.9545, -0.0910, 1.6181], [1.0416, 0.5830, -1.4679], [-1.7270, -1.0581, -1.0537], [-1.4855, 0.8299, -0.5540], [1.3692, 2.0176, 0.0625], [-0.6202, -0.6924, 0.4307], [0.8304, 0.7716, -0.3593], [1.5834, -1.5304, 0.6544]]}